Molecular formula: C3H8O
Method: DFT, ωB97M-V with the def2-TZVPD basis set

Structure (XYZ):
```
12
Properties=species:S:1:pos:R:3
C -0.2419 0.6035 -1.9327
O -0.8620 -0.4207 -1.8506
H -0.6710 1.6264 -1.8416
H 0.8611 0.6129 -1.9215
C 0.2646 -0.8690 1.7235
C 0.6504 0.6069 1.5733
H -0.8773 -0.9897 2.1157
H 0.9031 -1.3420 2.4239
H 0.2739 -1.4524 0.8532
H 0.4655 0.9952 2.5900
H 1.7998 0.5819 1.4167
H 0.1021 1.2849 0.9842
```

## Properties
Orbital gap = 11.054 eV
LUMO = 0.793 eV
HOMO level = -0.377 Ha
Spin multiplicity = 1
SMILES string = C=O.CC

=====

Molecular formula: C3H8O
Method: DFT, ωB97M-V with the def2-TZVPD basis set

Structure (XYZ):
```
12
Properties=species:S:1:pos:R:3
C 0.9614 4.0378 1.2988
C 2.2135 3.9803 1.7120
O 3.2160 4.5257 0.9706
H 0.2011 3.6019 1.9235
H 0.7184 4.3455 0.2948
H 2.4032 3.3854 2.6020
H 4.0139 3.9825 1.0618
C -2.6966 -5.5850 -1.9706
H -3.4668 -5.1828 -2.6443
H -1.7373 -5.5308 -2.4763
H -2.7695 -4.9854 -1.0791
H -3.0574 -6.5751 -1.6932
```

## Properties
Orbital gap = 10.055 eV
LUMO = 0.892 eV
HOMO level = -0.337 Ha
Spin multiplicity = 1
SMILES string = C=CO.C

=====

Molecular formula: C3H8O
Method: DFT, ωB97M-V with the def2-TZVPD basis set

Structure (XYZ):
```
12
Properties=species:S:1:pos:R:3
C -0.2575 0.5699 -0.5791
O 1.0139 0.8998 -1.2439
C 0.2056 -0.4975 0.4346
C -0.9190 -0.9385 1.3530
H -1.2826 0.2310 -0.8781
H -0.4594 1.5627 -0.1793
H 0.3096 0.3576 -1.8446
H 0.9384 0.0117 1.0724
H 0.7487 -1.3150 -0.0397
H -1.4033 -0.1194 1.8890
H -0.7280 -1.7834 2.0092
H -1.7174 -1.3240 0.6932
```

## Properties
Charge = +1
Orbital gap (spin up / spin down) = 12.229 / 6.721 eV
LUMO (spin up / spin down) = -4.865 / -10.325 eV
HOMO level (spin up / spin down) = -0.628 / -0.626 Ha
Spin multiplicity = 2
⟨S²⟩ = 0.755

=====

Molecular formula: C3H8O2
Method: DFT, ωB97M-V with the def2-TZVPD basis set

Structure (XYZ):
```
13
Properties=species:S:1:pos:R:3
C 1.7148 0.8286 -0.1910
C 0.5618 0.4776 0.7895
C -0.7828 0.4125 0.5024
O -1.7851 0.1329 1.4398
H 2.6738 0.4658 0.2934
H 1.4958 0.4653 -1.2122
H 1.5998 1.9174 -0.0975
H 0.9269 0.3912 1.8340
H -1.0456 0.5189 -0.5863
H -1.5409 -0.4578 2.1924
O -1.4358 -1.7116 -1.3465
H -1.5790 -1.0790 -1.9476
H -0.8037 -2.3617 -1.6704
```

## Properties
Orbital gap = 9.195 eV
LUMO = 0.846 eV
HOMO level = -0.307 Ha
Spin multiplicity = 1
SMILES string = C/C=C/O.O

=====

The following F_max values (in eV/A) correspond, in order, to the records above: 4.09 1.40 4.77 5.58.
The following relative energy (zero: lowest compared OMol25 entry of this formula, charge and spin) values (in eV) correspond, in order, to the records above: 1.549 1.184 3.375 2.237.